[1]
240
Properties=species:S:1:pos:R:3 method="wB97M-V/def2-TZVPD" fmax_ev_per_a=3.71 total_charge=+1 e_tot_ha=-4118.2344
O -0.340 4.106 -0.639
O 0.534 4.835 1.295
O 1.554 -2.563 -2.775
O -3.837 -4.468 4.663
O -4.049 -0.312 -3.120
O 4.982 -2.595 2.245
O -4.847 -0.449 -1.038
O -5.246 -2.974 5.564
O 2.337 -4.580 -3.453
O 2.823 -3.118 1.905
O 3.995 1.992 -1.167
O 2.803 0.284 -0.494
O -1.338 -0.866 0.102
N 5.614 -0.776 -2.868
N -2.801 -0.120 -6.115
N -1.483 -2.259 6.449
N 2.711 6.500 -1.522
N -5.802 -2.071 1.959
N 3.255 1.360 2.938
N 1.319 -2.117 -0.128
C -2.522 0.488 6.145
C -2.011 0.048 7.492
C -0.436 4.366 0.604
C -2.647 0.385 -8.618
C -5.936 -0.625 2.566
C 3.992 -4.358 3.506
C -3.388 1.266 -5.664
C 0.242 -3.852 -4.195
C 0.492 0.347 2.728
C -0.340 -3.225 6.199
C 6.383 0.398 -3.137
C -2.560 -2.874 7.292
C 3.830 6.355 -2.473
C -4.825 -0.012 -2.180
C -6.006 0.877 -2.636
C 6.966 0.804 2.121
C 3.945 -3.267 2.493
C -1.984 -0.031 -7.371
C 0.101 -5.722 5.560
C 3.006 0.045 -5.598
C 4.586 1.386 2.210
C 5.748 -3.307 -3.064
C -1.762 4.237 1.312
C -1.832 -0.627 -4.945
C -4.789 -4.163 5.398
C 6.442 -1.969 -3.430
C 2.939 -0.122 3.219
C 4.256 -0.500 -3.520
C 3.366 2.126 4.248
C 0.810 1.818 2.666
C -6.550 -1.998 0.670
C 2.941 1.369 -1.183
C 5.183 6.901 -1.939
C -0.963 -1.070 7.241
C -0.873 -4.693 6.122
C -3.864 -1.173 -6.233
C -5.968 1.778 1.592
C 1.519 -0.362 3.626
C -6.641 -4.323 2.161
C 5.559 -0.963 -1.322
C -1.648 0.388 -0.590
C -6.633 -3.281 -0.078
C 2.181 2.015 2.107
C 4.797 -2.213 -0.996
C 0.001 -2.857 0.027
C 1.509 -3.697 -3.343
C 5.530 6.166 -0.610
C 0.922 6.586 -3.237
C -0.867 0.404 -4.451
C -4.346 -2.327 1.820
C 1.701 1.896 -1.976
C -0.374 -3.317 1.413
C 4.246 -0.654 -5.012
C -5.176 0.536 1.790
C -1.644 0.490 -9.791
C -7.419 -4.226 0.823
C 2.382 7.910 -1.062
C -2.923 -0.645 5.164
C -1.039 -2.020 -0.654
C -1.528 1.702 -4.048
C 1.429 5.835 -2.044
C 3.070 5.648 -0.316
C -6.512 -3.028 2.828
C -0.443 6.065 -3.844
C 4.338 6.086 0.308
C -5.488 -5.143 6.367
C -1.868 -1.695 5.053
C 5.775 0.737 3.017
C -2.358 2.228 -5.187
C 5.501 -3.456 -1.564
H 4.937 2.388 2.075
H -0.230 5.402 -4.699
H 3.259 8.328 -0.657
H -2.164 1.510 -3.177
H -7.526 -1.649 0.928
H 3.675 6.815 -3.473
H 4.541 0.813 1.270
H 3.122 -4.296 4.144
H -1.184 -5.034 7.100
H 1.226 -1.115 -0.110
H -2.202 5.236 1.364
H 2.230 5.670 0.377
H 6.721 0.439 1.109
H 3.807 -2.165 -1.388
H -0.077 -0.666 6.709
H -1.750 1.158 0.193
H -1.762 -4.617 5.572
H 0.271 -3.104 -5.028
H -2.472 3.542 0.864
H -1.661 3.936 2.386
H -5.486 -0.749 3.579
H -0.101 0.627 -5.179
H 6.312 -4.186 -3.340
H -4.221 -3.368 1.475
H 0.342 -3.152 7.098
H 0.936 -5.844 6.225
H 5.991 5.178 -0.906
H -0.938 -1.245 4.681
H 1.812 4.811 -2.305
H 6.116 1.375 3.839
H -5.775 1.743 -2.019
H -2.575 0.257 -1.129
H -7.139 -3.044 -1.036
H 0.660 2.257 3.640
H 0.795 7.646 -2.887
H -0.781 0.619 -1.226
H 4.929 -4.470 4.050
H -5.642 -4.812 2.031
H -6.806 1.601 0.986
H -2.809 3.223 -4.943
H 3.945 5.289 -2.670
H -2.759 -0.389 8.142
H 5.530 -0.277 3.250
H 5.916 6.686 -2.708
H 6.016 1.327 -2.722
H 4.872 -2.378 0.086
H 6.645 -1.012 -0.974
H -4.472 -0.766 -7.042
H 2.718 -0.371 -6.567
H -3.931 -1.589 1.153
H -7.210 -5.027 2.795
H 4.507 5.340 1.109
H -7.515 -2.591 2.969
H 3.066 1.092 -5.631
H -3.363 -2.143 7.491
H 1.394 0.004 4.693
H -3.979 1.781 -6.459
H -2.517 -0.708 -4.145
H -5.219 -6.240 6.189
H 5.120 -0.348 -5.545
H 4.777 -4.274 -1.231
H 0.158 -2.936 5.287
H -5.642 -3.617 -0.462
H -1.462 0.812 8.042
H -1.380 -0.555 -9.987
H -0.949 6.939 -4.317
H 5.135 7.959 -1.889
H 5.088 -0.101 -0.979
H 3.783 3.186 4.171
H -4.267 0.750 2.401
H -2.977 -3.612 6.626
H 4.767 -3.473 -3.543
H 1.673 6.676 -3.964
H -6.122 -3.069 3.823
H 0.733 5.708 -1.198
H -6.973 -0.424 2.691
H -5.176 -4.909 7.416
H 0.491 -3.875 1.718
H -3.109 1.322 -8.471
H -3.414 -2.120 -6.466
H -1.048 5.582 -3.053
H -6.003 -1.216 0.054
H 1.174 1.076 -2.446
H -6.996 0.499 -2.428
H 0.183 -3.754 -0.521
H 2.278 1.518 1.147
H 2.063 8.475 -1.929
H -1.652 0.952 5.619
H 1.166 2.523 -1.293
H 7.935 0.217 2.545
H 1.397 -1.486 3.633
H -5.290 2.460 1.024
H 6.434 -3.635 -1.043
H 2.427 2.075 4.739
H -1.383 -1.619 -5.245
H 2.592 3.072 1.994
H 4.242 7.029 0.792
H -0.768 2.376 -3.742
H 7.424 0.367 -2.753
H -7.569 -5.207 0.435
H 4.159 -1.690 -5.222
H -8.359 -3.649 0.984
H 2.071 -0.197 -5.018
H 4.103 0.554 -3.375
H -3.056 -0.156 4.222
H -0.546 -1.486 8.186
H -0.343 -6.705 5.523
H -4.047 -2.412 2.873
H -4.932 0.210 0.787
H -6.013 1.116 -3.737
H -0.792 1.036 -9.501
H 1.497 7.808 -0.443
H 0.028 2.292 2.105
H 3.387 -1.054 -3.088
H -3.361 -0.304 -9.006
H -4.013 0.950 -4.834
H 6.397 0.547 -4.189
H -2.079 -3.314 8.186
H 0.503 -0.061 1.697
H -1.545 -1.026 -7.496
H -6.324 2.092 2.602
H -0.652 -3.510 -3.637
H 4.142 1.637 4.857
H 3.248 -0.747 2.382
H -3.273 1.264 6.228
H -0.533 0.181 3.065
H 7.450 -1.885 -3.028
H -3.864 -1.149 5.331
H -1.950 -2.602 -0.754
H -6.588 -5.202 6.189
H 7.195 1.822 1.930
H 1.661 -2.406 -1.127
H -4.433 -1.273 -5.266
H 0.383 -5.313 4.595
H 0.144 -4.864 -4.548
H 6.528 -1.749 -4.488
H 6.291 6.686 -0.065
H -0.494 -2.443 2.107
H -0.356 -0.104 -3.603
H -0.645 -1.771 -1.636
H -1.320 -3.849 1.472
H 3.878 -5.269 2.925
H -2.136 0.852 -10.698
H 2.133 2.528 -2.783
H 3.622 -0.449 4.003
H 3.163 4.625 -0.606
H 2.084 -2.321 0.540
H -1.136 0.666 -7.141
H -2.139 -2.494 4.352
H -1.730 2.463 -6.037

[2]
167
Properties=species:S:1:pos:R:3 method="wB97M-V/def2-TZVPD" fmax_ev_per_a=2.86 e_tot_ha=-4198.4900 smiles=COCCOCCOC.COCCOCCOC.COCCOCCOC.COCCOCCOC.COCCOCCOC.COCCOCCOC.ClCCl.CO.CO.CO.CO
Cl -3.962 2.030 -3.744
Cl -1.619 1.725 -5.413
O 9.297 -2.820 -2.698
O -2.875 1.212 -0.771
O -2.494 -2.442 -2.569
O -3.846 5.967 -2.901
O 0.725 2.298 2.763
O -4.653 -2.474 1.663
O -5.786 0.099 2.294
O 0.339 2.657 -2.208
O 2.499 4.648 3.574
O -4.736 3.221 2.369
O 1.951 -1.765 -2.717
O -1.330 4.838 -2.135
O 3.836 -2.250 4.585
O 1.138 -2.564 5.549
O 6.428 -1.939 -1.044
O -0.450 -4.334 -3.899
O 7.032 0.471 0.614
O -5.475 -4.022 -1.435
O -0.865 -0.081 1.107
O 1.847 -0.018 1.597
O 0.564 -3.830 3.214
O -3.276 5.049 -0.008
C -0.195 -2.721 5.100
C 0.659 -4.995 2.418
C -0.708 0.756 -0.071
C -2.792 5.626 -3.785
C -4.188 1.852 -0.603
C 1.385 -1.037 0.758
C -1.537 5.895 -3.048
C -6.703 -0.805 2.892
C -2.934 6.427 0.161
C -0.082 -1.236 1.088
C -6.078 3.652 2.415
C -5.749 -3.275 -0.245
C 9.464 -2.644 -4.141
C -2.734 -3.706 -3.164
C 6.777 -0.619 -1.470
C -4.408 -0.217 2.489
C -0.095 4.864 -1.489
C -0.317 -3.995 4.296
C 7.414 -2.958 -1.117
C -3.523 -1.595 -2.947
C -2.195 1.867 -3.764
C 0.272 -3.155 -3.776
C -4.536 -3.388 0.536
C -0.425 1.892 3.442
C 1.204 -2.962 -2.551
C -1.745 1.836 -0.224
C 5.135 -2.632 4.814
C 3.277 -1.389 5.530
C 1.255 1.767 -2.829
C -6.427 -4.015 -2.438
C 0.837 3.964 -2.186
C 7.223 -0.410 1.760
C -3.893 -1.224 1.421
C 2.717 4.323 4.921
C 1.759 -1.349 5.187
C 7.753 0.061 -0.519
C 7.940 -3.197 -2.504
C 3.228 0.299 1.424
C -5.086 5.973 -3.566
C -1.475 -4.546 -2.946
C 3.011 -1.853 -3.649
H 0.321 5.857 -1.472
H -3.560 6.803 0.924
H -4.134 3.778 1.837
H -0.261 1.599 4.491
H 1.335 -0.519 5.734
H 3.722 -0.651 1.622
H -2.040 2.322 0.735
H 8.912 -1.798 -4.483
H -2.780 4.814 -0.798
H -1.505 6.878 -2.579
H -4.387 -0.631 3.539
H 3.342 -2.870 -3.921
H 5.858 -1.775 4.916
H -5.044 6.482 -4.535
H 6.917 -3.839 -0.699
H 1.609 -4.869 1.880
H 0.736 -5.886 2.999
H -0.726 5.872 -3.837
H 1.100 1.478 2.418
H 7.925 -4.308 -2.654
H 1.776 3.955 -1.638
H -4.986 1.318 -1.200
H -3.606 -3.180 -0.044
H -0.875 1.055 2.999
H -0.249 -5.126 1.745
H 1.490 -0.913 -0.300
H -1.346 2.687 -0.859
H -1.883 1.002 -3.219
H 8.271 -2.778 -0.435
H -3.357 -1.220 -3.928
H 3.945 -1.373 -3.408
H 5.200 -3.296 5.728
H 7.286 -0.621 -2.458
H 9.118 -3.505 -4.696
H 5.834 -0.113 -1.494
H -7.536 -0.303 3.425
H 2.701 -1.363 -4.619
H 2.339 5.091 5.553
H 6.463 -0.107 2.458
H -2.745 4.574 -3.954
H 0.354 1.172 0.017
H -2.864 -3.682 -4.236
H -2.918 6.126 -4.733
H -1.804 2.717 -3.178
H 5.473 -3.221 3.950
H 1.064 4.282 -3.219
H 3.582 0.682 0.418
H -6.594 3.662 1.425
H 3.353 0.900 2.277
H 10.513 -2.500 -4.260
H -4.482 -4.428 0.905
H -3.535 -0.740 -2.237
H -7.224 -4.719 -2.236
H -0.630 0.104 -0.973
H 0.822 0.732 -2.808
H -3.787 0.660 2.428
H -4.036 -0.783 0.407
H 1.553 -1.133 4.097
H 3.245 -1.849 6.532
H -4.459 1.894 0.422
H -0.821 -2.722 6.057
H -1.124 -4.318 -1.902
H -6.532 -3.795 0.297
H 8.158 0.898 -1.086
H -4.170 2.873 -1.044
H -0.398 -1.785 4.565
H 1.021 -3.146 -4.566
H -5.857 -4.351 -3.387
H 1.797 -3.880 -2.530
H 7.104 -1.411 1.435
H -1.722 -5.566 -3.079
H 1.905 -1.989 1.029
H -0.371 -2.307 -3.917
H -3.053 6.925 -0.826
H -6.883 -2.991 -2.479
H 1.343 1.980 -3.872
H -0.153 -1.562 2.161
H -7.206 -1.345 2.121
H 8.595 -0.614 -0.281
H -1.330 -4.139 3.933
H -0.272 4.588 -0.479
H -1.942 6.555 0.597
H -6.579 2.907 3.099
H 7.273 -2.727 -3.222
H 2.032 3.993 3.079
H -2.806 -1.350 1.543
H 2.236 3.351 5.226
H -4.425 -2.145 -3.001
H -0.463 -2.010 0.450
H 3.758 -0.412 5.486
H -6.096 -1.434 3.570
H -5.807 6.556 -2.945
H -5.668 4.986 -3.597
H 2.226 1.761 -2.344
H -0.058 -4.782 5.022
H 3.806 4.258 5.008
H -3.575 -4.135 -2.624
H -6.053 -2.234 -0.471
H -6.093 4.675 2.835
H 8.177 -0.196 2.172
H 0.675 -2.847 -1.631
H -1.230 2.683 3.421

[3]
19
Properties=species:S:1:pos:R:3 method="wB97M-V/def2-TZVPD" fmax_ev_per_a=5.74 e_tot_ha=-518.5179 de_lowest_kcal_mol=68.19
F 0.015 3.288 -0.611
O -1.497 -0.696 1.498
N 2.040 -0.984 -1.393
N 0.138 -1.031 -0.136
C 1.309 -0.398 -0.505
C -0.188 -2.431 -0.420
C -1.229 2.059 1.635
C -0.098 1.871 -0.538
C -0.680 -0.333 0.693
C -0.576 1.291 0.488
H -0.339 2.391 2.208
H -1.686 1.199 2.198
H 0.518 1.297 -1.378
H 1.846 -1.822 -1.895
H -1.257 -2.612 -0.394
H -1.799 2.855 1.197
H 0.252 -2.484 -1.426
H 0.331 -3.121 0.316
H 2.899 -0.339 -1.539

[4]
14
Properties=species:S:1:pos:R:3 method="wB97M-V/def2-TZVPD" fmax_ev_per_a=4.43 total_charge=+1 e_tot_ha=-249.7039 smiles="CC1=[N+]=CCC1" de_lowest_kcal_mol=76.08
N -0.249 1.589 0.014
C -1.748 -0.455 -0.046
C 0.509 0.477 0.034
C 1.938 0.566 0.052
C -1.500 1.367 0.054
C -0.301 -0.781 -0.133
H -0.099 -1.093 -1.162
H 2.464 -0.399 -0.178
H 2.137 0.918 1.134
H -2.081 -0.573 0.990
H -2.582 -0.874 -0.680
H -2.314 2.098 0.373
H 0.154 -1.465 0.494
H 2.297 1.171 -0.869

no.,LUMO energy (eV)
1,-1.335
2,0.447
3,0.517
4,-6.543